Arrangement a

The following is a DFT calculation (ωB97M-V/def2-TZVPD) of C22H40NO as an isolated structure.

CARTESIAN COORDINATES (ANGSTROEM)
C -2.63055 -2.46952 -1.43414
C -3.37236 -1.90809 -0.29218
C -2.96173 -2.63937 1.03525
C -1.33907 -2.34385 1.34027
C -0.81874 -3.00323 2.50386
C 0.68332 -2.76056 3.05017
C 1.07700 -1.26509 3.62173
C 2.28743 -1.02091 2.98769
C 2.26688 -0.59151 1.55706
C 3.62067 -0.08743 0.98875
H 4.22843 -1.07731 1.38657
H 4.02785 0.58452 1.55646
C 3.68761 0.13883 -0.67338
C 2.84765 1.41470 -0.76649
H 3.67462 2.14347 -0.91917
H 2.25608 1.73409 0.02891
N 2.31427 1.62627 -2.22619
C 1.86404 2.93732 -2.35665
H 1.09327 2.88199 -3.36824
H 2.65963 3.57039 -2.33030
H 1.16998 3.12655 -1.65867
C 3.23265 1.10357 -3.01224
H 4.01459 1.71112 -3.05357
H 3.52040 0.12811 -2.94673
H 2.61751 0.99801 -4.29167
C 0.98686 0.58063 -2.27248
H 0.77516 0.73100 -3.36555
H 1.28885 -0.55113 -2.02803
C -0.00011 0.88446 -1.18970
O -0.79516 2.04466 -1.71733
C -2.09518 2.16353 -1.12175
C -2.77094 3.09269 -1.90965
C -4.07589 3.55340 -1.26710
C -4.37702 3.04113 -0.17786
C -3.61344 2.10669 0.54925
C -2.60491 1.64266 0.18067
H -1.87903 0.90016 0.47419
H -4.01244 1.81769 1.71043
H -5.44509 3.25671 0.34594
H -4.62353 4.19598 -1.63574
H -2.44789 3.78211 -2.69508
H 0.33688 1.01638 0.01745
H -0.63818 -0.06034 -1.25998
H 4.74786 0.16784 -0.89828
H 3.11161 -0.87937 -0.90738
H 1.74358 -1.19475 0.89476
H 1.57548 0.49627 1.46083
H 3.01430 -1.54377 3.08867
H 2.52807 -0.17743 3.63114
H 0.95091 -1.45718 4.74505
H 0.10659 -0.74114 3.16524
H 0.83542 -3.58172 3.77500
H 0.96886 -3.05174 2.02612
H -1.10428 -3.93790 2.66980
H -1.54569 -2.42963 3.54070
H -1.23734 -1.18416 1.63748
H -0.62474 -2.79444 0.53052
H -2.86653 -3.73770 1.06508
H -3.48089 -2.31764 1.94981
H -4.42541 -1.86428 -0.15493
H -3.09813 -0.89569 -0.29993
H -3.02863 -1.98215 -2.32217
H -2.82480 -3.64221 -1.61685
H -1.37660 -2.38173 -1.34543

Summary:
Molar mass   334.6 g/mol
Frontier orbital gap   8.86 eV
2S+1   1
E_LUMO   -2.4 eV
Highest occupied orbital energy   -11.26 eV
Total charge   +1

Arrangement b

The following is a DFT calculation (ωB97M-V/def2-TZVPD) of an isolated ion of composition C22H40NO and charge +1.

CARTESIAN COORDINATES (ANGSTROEM)
C -4.27696 -0.46061 2.61921
C -3.44465 0.69713 2.08227
C -1.95680 0.35260 2.04852
C -1.06388 1.54620 1.70599
C -1.21812 2.01875 0.26118
C -0.37558 3.25606 -0.05857
C 1.13516 3.01717 -0.11189
C 1.56613 2.23010 -1.34794
C 3.08364 2.10769 -1.49449
C 3.81653 1.32192 -0.40355
C 3.56003 -0.19682 -0.42215
C 2.44585 -0.58474 0.54819
N 2.11901 -2.04399 0.62118
C 3.26579 -2.79566 1.16831
C 0.98286 -2.20773 1.55157
C 1.78054 -2.63259 -0.70906
C 0.72695 -1.89331 -1.53533
O -0.51943 -2.00255 -0.89684
C -1.62541 -1.40486 -1.48248
C -2.83898 -1.66896 -0.85539
C -3.99667 -1.07607 -1.31689
C -3.95395 -0.22252 -2.40814
C -2.74949 0.02052 -3.03989
C -1.57820 -0.56721 -2.58510
H -5.33077 -0.19597 2.63090
H -3.97754 -0.71064 3.63480
H -4.15336 -1.34413 1.99702
H -3.59588 1.57293 2.71590
H -3.78695 0.94550 1.07649
H -1.79997 -0.44475 1.31715
H -1.66820 -0.02965 3.03173
H -0.02153 1.27211 1.89570
H -1.30574 2.37301 2.37626
H -2.26365 2.27349 0.08780
H -0.97525 1.20397 -0.42515
H -0.69654 3.65982 -1.02089
H -0.58217 4.01465 0.69860
H 1.45610 2.50978 0.79920
H 1.63582 3.98683 -0.13510
H 1.19018 2.75162 -2.23080
H 1.09993 1.24295 -1.34820
H 3.31088 1.65402 -2.46243
H 3.49986 3.11634 -1.50847
H 3.57343 1.73014 0.57719
H 4.88389 1.48243 -0.55876
H 3.31711 -0.49162 -1.44311
H 4.48448 -0.69995 -0.13726
H 1.52972 -0.04996 0.29841
H 2.74146 -0.27732 1.55416
H 3.53362 -2.40330 2.14767
H 4.12890 -2.71887 0.51150
H 3.00615 -3.84744 1.27433
H 1.23035 -1.78112 2.52147
H 0.09773 -1.71358 1.15648
H 0.75463 -3.26385 1.67969
H 2.69541 -2.69026 -1.29994
H 1.41460 -3.64641 -0.53243
H 0.69366 -2.37604 -2.52298
H 1.00259 -0.84238 -1.68699
H -2.85299 -2.34514 -0.01481
H -4.93377 -1.28243 -0.82413
H -4.85739 0.24354 -2.76770
H -2.70837 0.67414 -3.89733
H -0.65479 -0.36299 -3.10468

Summary:
Molar mass   334.6 g/mol
SMILES string   CCCCCCCCCCCC[N+](C)(C)CCOc1ccccc1
Frontier orbital gap   9.16 eV
2S+1   1
E_LUMO   -2.3 eV
Highest occupied orbital energy   -11.44 eV
Total charge   +1

Relative energies, unit kJ/mol: arrangement a 1751.0; arrangement b 0.0

Arrangement a

The following is a DFT calculation (ωB97M-V/def2-TZVPD) of one molecule with the formula C5H5NOS.

CARTESIAN COORDINATES (ANGSTROEM)
C -1.02093 -0.58017 0.02384
C -1.71331 0.75262 0.63259
C 1.41672 0.20327 0.21476
C -1.03833 -1.46813 -0.96307
C 2.46505 0.31224 -0.52812
N -0.80195 1.05787 1.53552
O -2.67127 1.33985 0.24645
S 0.39118 -0.52146 1.24330
H -0.21001 -2.17280 -0.87622
H -1.55543 -1.64279 -1.83056
H 2.76704 -0.41305 -1.20105
H 2.74071 1.31221 -0.68763
H -0.76947 1.82035 2.19020

Summary:
Molar mass   127.2 g/mol
Frontier orbital gap   8.02 eV
2S+1   1
E_LUMO   0.0 eV
Highest occupied orbital energy   -8.02 eV

Arrangement b

The following is a DFT calculation (ωB97M-V/def2-TZVPD) of C5H5NOS as an isolated structure.

CARTESIAN COORDINATES (ANGSTROEM)
C 1.76304 -1.28084 0.02630
C 0.53759 -0.67439 0.15038
C 0.56854 0.74786 0.21890
C -0.74380 1.44196 0.15866
C -1.65371 -0.56217 -0.11813
N 1.77554 1.21209 0.14146
O -0.62946 -1.28967 0.35985
S 2.85348 0.05093 -0.11806
H 1.77190 -2.27776 -0.30648
H -1.22186 1.77935 1.05041
H -0.65287 1.94728 -0.86557
H -2.51817 -0.69291 0.50678
H -1.85021 -0.40173 -1.20449

Summary:
Molar mass   127.2 g/mol
Frontier orbital gap   9.27 eV
2S+1   1
E_LUMO   0.8 eV
Highest occupied orbital energy   -8.44 eV

Arrangement c

The following is a DFT calculation (ωB97M-V/def2-TZVPD) of one molecule with the formula C5H5NOS.

CARTESIAN COORDINATES (ANGSTROEM)
C 0.19373 -1.49950 1.75709
C -0.39421 -0.31391 0.96914
S -1.55589 0.73932 1.75742
C 0.21171 -0.04295 -0.32566
C 1.35302 -0.62825 -0.86441
O 1.55140 -0.25049 -2.12401
C 0.46740 0.71727 -2.29416
N -0.30212 0.83768 -1.30973
H -0.42871 -1.67380 2.73739
H 1.19077 -1.11367 2.17613
H 0.23022 -2.45856 1.38672
H 2.14183 -1.23670 -0.51495
H 0.47393 1.39786 -3.19578

Summary:
Molar mass   127.2 g/mol
SMILES string   CC(=S)c1cocn1
Frontier orbital gap   7.66 eV
2S+1   1
E_LUMO   -0.8 eV
Highest occupied orbital energy   -8.51 eV

Relative energies, unit kJ/mol: arrangement a 360.1; arrangement b 152.3; arrangement c 0.0

Arrangement a

The following is a DFT calculation (ωB97M-V/def2-TZVPD) of CH6N4 as an isolated structure.

CARTESIAN COORDINATES (ANGSTROEM)
N -1.71911 -0.07469 -0.16524
N -1.54678 1.18318 0.23650
N -0.99833 -0.36077 -1.18397
C 1.95887 -0.89873 0.67991
N 0.74170 -1.21803 0.59058
H -2.04495 1.41457 1.08645
H -1.22315 1.89307 -0.41661
H -0.41269 0.42167 -1.49594
H 0.06175 -0.97686 -0.52458
H 2.87433 -1.51148 0.75487
H 2.30836 0.12806 0.43804

Summary:
Molar mass   74.1 g/mol
Frontier orbital gap (alpha / beta)   7.02 / 7.02 eV
2S+1   1
E_LUMO (alpha / beta)   -0.3 / -0.3 eV
Highest occupied orbital energy (alpha / beta)   -7.29 / -7.29 eV

Arrangement b

The following is a DFT calculation (ωB97M-V/def2-TZVPD) of one molecule with the formula CH6N4.

CARTESIAN COORDINATES (ANGSTROEM)
H 0.38742 1.80889 -0.01658
N -0.56157 1.46840 -0.00110
C -0.56713 0.18179 -0.01458
N -1.75566 -0.48919 0.00786
N 0.56390 -0.62059 0.01029
N 1.83838 -0.12154 0.00543
H -1.77831 -1.49518 0.02302
H -2.60073 0.03384 0.04670
H 0.46113 -1.63394 -0.12304
H 1.98142 0.46727 -0.79947
H 2.03114 0.40024 0.86146

Summary:
Molar mass   74.1 g/mol
SMILES string   [H]/N=C(/N)NN
Frontier orbital gap   9.73 eV
2S+1   1
E_LUMO   0.9 eV
Highest occupied orbital energy   -8.78 eV

Relative energies, unit kJ/mol: arrangement a 479.1; arrangement b 0.0

Arrangement a

The following is a DFT calculation (ωB97M-V/def2-TZVPD) of a 2-piece molecular cluster, C4H11N3O2 overall.

CARTESIAN COORDINATES (ANGSTROEM)
C -2.65151 0.59921 2.40642
C -1.41588 -0.57094 0.49014
N -0.41347 0.16159 0.54077
N -2.44120 -0.53613 1.50990
N -1.81536 -1.40635 -0.56792
H -0.02338 0.44588 1.36882
H 1.65734 1.28933 0.04795
H -2.55002 -1.40603 1.96141
H -2.94708 -1.32286 -0.87023
H -1.00146 -1.89819 -1.06318
H -2.38072 1.56435 2.10173
H -2.11755 0.31421 3.38050
H -3.75140 0.71930 2.41414
C 3.57324 -0.13175 -2.30324
C 2.53399 0.82573 -1.67407
O 2.33444 0.69466 -0.35598
O 1.93056 1.72155 -2.29200
H 4.32263 -0.17883 -1.48270
H 4.19810 0.21782 -3.10167
H 2.95874 -1.10254 -2.51079

Summary:
<S²>   0.772
Molar mass   133.2 g/mol
Frontier orbital gap (alpha / beta)   9.07 / 3.80 eV
2S+1   2
E_LUMO (alpha / beta)   -3.5 / -8.8 eV
Highest occupied orbital energy (alpha / beta)   -12.59 / -12.57 eV
Total charge   +1

Arrangement b

The following is a DFT calculation (ωB97M-V/def2-TZVPD) of a 2-piece molecular cluster, C4H11N3O2 overall.

CARTESIAN COORDINATES (ANGSTROEM)
C -2.13646 0.75770 -1.15959
C 0.18817 0.23577 -1.88260
N -1.08255 -0.17564 -1.57175
N 1.21994 -0.14958 -1.22336
N 0.20929 1.34252 -2.71043
H -1.11429 -1.04907 -1.04889
H -1.89091 1.10581 -0.14291
H -3.09329 0.26394 -1.06327
H 1.25393 -0.95636 0.39318
H 2.14190 0.10216 -1.57526
H -0.34669 1.37978 -3.55023
H 0.92234 2.02886 -2.52494
H -2.23855 1.60100 -1.83264
C 0.75968 -1.29288 3.42560
C 0.80615 -0.42348 2.21187
O 0.23634 0.62552 2.05170
O 1.69815 -0.84081 1.24550
H 0.16290 -0.81898 4.19022
H 1.83135 -1.43500 3.63058
H 0.47259 -2.30126 3.13723

Summary:
<S²>   0.777
Molar mass   133.2 g/mol
Frontier orbital gap (alpha / beta)   9.89 / 4.76 eV
2S+1   2
E_LUMO (alpha / beta)   -3.6 / -8.7 eV
Highest occupied orbital energy (alpha / beta)   -13.51 / -13.47 eV
Total charge   +1

Relative energies, unit kJ/mol: arrangement a 164.9; arrangement b 0.0

Arrangement a

The following is a DFT calculation (ωB97M-V/def2-TZVPD) of a 2-piece molecular cluster, C4H11N3O2 overall.

CARTESIAN COORDINATES (ANGSTROEM)
C 0.29608 0.50017 -1.53573
C -0.34078 2.59841 -0.36683
N 0.79669 3.16265 -0.07447
N -0.71449 1.34077 -0.75523
N -1.44306 3.46775 -0.30077
H 1.62798 2.59339 -0.26873
H 0.44010 -0.89949 1.84342
H -1.52554 1.33098 -1.36444
H -2.17118 3.08475 0.30685
H -1.14633 4.36357 0.08574
H -0.16531 0.14306 -2.47200
H 0.47605 -0.34879 -0.89325
H 1.17897 1.11388 -1.69196
C 1.23910 -3.50725 0.07228
C 0.20260 -2.82271 0.87920
O 0.70342 -1.54340 1.16320
O -0.93594 -3.04275 1.15132
H 1.21789 -2.92733 -0.85994
H 1.03015 -4.53202 -0.22035
H 2.22383 -3.27488 0.48799

Summary:
<S²>   0.765
Molar mass   133.2 g/mol
Frontier orbital gap (alpha / beta)   9.74 / 4.50 eV
2S+1   2
E_LUMO (alpha / beta)   -3.6 / -8.8 eV
Highest occupied orbital energy (alpha / beta)   -13.34 / -13.34 eV
Total charge   +1

Arrangement b

The following is a DFT calculation (ωB97M-V/def2-TZVPD) of a 2-piece molecular cluster, C4H11N3O2 overall.

CARTESIAN COORDINATES (ANGSTROEM)
C 1.06933 -1.05354 1.79700
C -1.14602 -0.03997 1.34308
N -1.05618 0.27524 0.09670
N -0.37204 -1.11751 1.76872
N -2.23819 0.31164 2.15711
H 1.38018 0.45684 -0.37827
H -1.59229 1.08842 -0.23032
H -0.64327 -1.76331 2.44475
H -2.19052 -0.21046 3.00823
H -2.38243 1.33523 2.34885
H 1.34645 -1.06776 0.71582
H 1.58060 -1.96210 2.21621
H 1.43112 -0.09548 2.26774
C 0.05515 0.28526 -2.89219
C 1.47702 0.76583 -2.68046
O 1.85549 0.86880 -1.35091
O 2.03349 1.26060 -3.60312
H 0.00466 -0.72745 -2.56804
H -0.18229 0.30401 -3.94779
H -0.43026 1.08570 -2.51311

Summary:
<S²>   0.787
Molar mass   133.2 g/mol
Frontier orbital gap (alpha / beta)   8.37 / 3.72 eV
2S+1   2
E_LUMO (alpha / beta)   -4.4 / -9.0 eV
Highest occupied orbital energy (alpha / beta)   -12.76 / -12.76 eV
Total charge   +1

Relative energies, unit kJ/mol: arrangement a 0.0; arrangement b 187.9